1.
Entry from the Open Molecules 2025 dataset: one molecule with the formula C26H25N3O6 at a distorted geometry (ωB97M-V/def2-TZVPD).

XYZ file:
```
60
Properties=species:S:1:pos:R:3
H 4.32 2.46 -1.82
N -1.47 -1.08 0.18
H -1.51 1.24 1.96
C -3.78 -1.89 0.10
C 3.56 1.86 -1.33
H 4.91 -1.34 -2.79
C 4.02 -1.99 -0.96
H -0.39 -0.82 -1.57
C -4.86 -2.57 0.62
H 6.95 -0.23 0.79
C -0.33 2.91 1.27
O -1.07 3.93 1.76
H 1.92 0.20 -0.34
C -0.26 -0.84 0.96
C -1.44 2.81 -1.98
H -0.86 3.60 -2.41
H -2.96 3.08 1.74
H -6.77 -3.01 -0.46
H -3.79 1.07 -0.56
H 2.67 -3.59 0.70
O 0.73 -2.62 -0.36
H 3.19 -2.49 -1.44
N 1.87 -1.85 1.43
C 0.82 3.27 0.56
C -2.53 -1.59 0.83
N -5.31 -1.97 -1.48
C 4.98 -1.35 -1.71
C -2.68 2.80 -1.42
C 0.18 0.60 0.84
O -0.90 1.58 -1.97
C 6.04 -0.72 -1.08
O -2.51 -1.83 2.03
O 2.71 2.78 -0.69
C -1.42 -0.68 -1.21
C 1.31 0.96 0.12
H 6.80 -0.22 -1.67
C -0.64 1.56 1.42
H -0.55 -1.05 2.00
O -4.07 -1.54 -1.16
C 3.03 -2.70 1.23
C -2.29 3.63 2.40
H 3.41 -3.00 2.21
H 5.23 -1.38 2.13
C -5.79 -2.59 -0.43
C 4.10 -2.01 0.43
H -2.73 4.59 2.66
C -2.91 1.46 -1.04
C 1.63 2.31 -0.01
H 1.94 -1.12 2.12
H -2.13 3.04 3.32
H 3.02 1.28 -2.09
H 1.06 4.31 0.45
H 4.04 1.18 -0.62
C 6.13 -0.72 0.30
C 0.82 -1.86 0.58
H -4.95 -2.98 1.60
H -3.34 3.63 -1.30
H -2.07 -1.33 -1.81
C 5.16 -1.37 1.05
C -1.80 0.76 -1.39
```

HOMO level = -8.14 eV
SMILES = COc1cc(OC)cc([C@H](C(=O)NCc2ccccc2)N(Cc2ccco2)C(=O)c2ccno2)c1
Energy relative to the best compared isomer or geometry (same formula, charge and spin) = 94.3 kcal per mole

Here are the natural (NBO) charges for atoms 1 to 8, given in e: 0.199 -0.392 0.228 0.189 -0.255 0.214 -0.170 0.247


2.
Entry from the Open Molecules 2025 dataset: a 14-piece molecular cluster, C7H35NO13 overall at a distorted geometry (ωB97M-V/def2-TZVPD).

XYZ file:
```
56
Properties=species:S:1:pos:R:3
H -4.08 1.77 1.46
O 3.01 1.32 -2.55
H -0.19 0.14 4.81
H -2.74 2.88 2.71
H -2.94 -0.75 0.44
H 0.61 -0.37 0.39
H -2.04 0.74 -3.11
C -1.74 2.40 2.40
H 2.05 -2.70 1.92
H -0.02 -4.05 -2.79
H -1.89 1.72 -4.27
H 1.69 -2.53 -4.00
O -1.52 0.25 -0.76
O -0.96 -3.91 -2.88
H 4.23 -0.19 -2.13
H -1.05 4.02 1.19
H 2.10 1.43 -2.38
O -1.78 -2.97 1.90
H -1.51 -3.95 1.68
H -1.02 -2.78 2.34
H 0.52 1.43 4.56
O 1.76 -1.91 -3.33
N 0.35 2.38 1.39
O -3.56 1.82 0.69
H -0.88 -0.42 -0.60
H -1.39 -3.54 -1.96
H -3.95 1.08 0.08
H 0.76 -0.67 -3.02
O 0.32 0.81 5.28
C -0.84 3.20 1.60
O 0.53 0.15 -2.50
O 1.68 4.72 0.07
H 3.24 1.51 -3.45
H -1.17 -1.77 -1.58
C 1.72 -0.64 2.15
H -2.06 -2.29 -0.25
H -3.04 -2.14 1.29
H 3.84 -1.31 -1.12
O -1.23 -2.36 -0.88
H -1.54 0.92 -0.08
H 2.66 -1.46 -3.08
H 2.86 -1.89 0.60
C 2.63 -1.83 1.68
O -3.54 -1.47 0.80
H 0.92 5.31 -0.09
H 1.17 2.73 0.95
C 0.02 1.10 1.76
C -1.16 1.12 2.39
O 4.04 -1.12 -2.02
H 2.32 4.73 -0.63
H 1.68 -0.25 3.18
H -0.32 0.51 -2.83
C 0.81 -0.08 1.40
H 3.73 -1.97 2.25
O -1.58 0.91 -3.93
H -1.49 0.20 2.89
```

HOMO level = -8.21 eV
Energy relative to the best compared isomer or geometry (same formula, charge and spin) = 123.7 kcal per mole

Here are the natural (NBO) charges for atoms 1 to 8, given in e: 0.473 -0.985 0.462 0.229 0.488 0.202 0.490 -0.262


3.
Entry from the Open Molecules 2025 dataset: a 10-piece molecular cluster, C9H36ClN18O13 overall at a distorted geometry (ωB97M-V/def2-TZVPD).

XYZ file:
```
77
Properties=species:S:1:pos:R:3
N 3.59 -1.02 -0.26
N -2.87 2.70 -0.85
H -2.56 -4.13 -1.11
H -1.85 -5.11 2.58
C 3.20 2.21 -1.97
C -2.45 -4.66 0.75
N -1.29 -0.16 3.18
O -1.16 -2.70 -6.13
N 3.80 -2.83 -1.60
N -3.83 0.38 -2.80
H 1.58 2.51 -0.78
O -1.58 -0.46 -0.82
H -2.95 4.93 -0.30
H 4.86 2.08 -0.91
C 3.43 -0.25 3.03
N 2.12 -0.31 2.70
O -0.29 -1.79 0.67
H -1.36 0.76 2.77
H -3.77 0.53 -1.81
N -1.77 -4.39 1.89
O 2.63 1.65 -2.91
H -5.44 -1.12 -5.07
O 2.85 3.83 1.59
C -1.90 -0.27 4.36
H -3.37 1.08 -3.35
O 0.51 -1.41 -1.52
H -2.29 4.83 1.40
O -2.48 0.65 4.93
C -0.84 -2.10 -5.12
C -4.71 -0.56 -3.25
C 4.35 -2.07 -0.60
O 0.31 0.39 0.07
H 0.44 -2.03 -3.45
H 4.60 -0.69 4.68
C -2.76 3.12 0.44
H -1.44 -2.28 4.36
H 4.37 -3.64 -1.79
H -0.84 -0.49 -3.97
O 4.27 0.25 2.29
H 3.93 -0.34 0.41
N -1.40 -0.97 -4.66
N 0.59 3.73 1.96
H 2.93 -1.13 4.82
H 1.10 5.12 3.95
H -2.47 1.78 -0.98
H -0.83 -0.95 2.77
H -0.19 4.03 2.51
N -4.85 -0.46 -4.59
O 5.50 -2.27 -0.23
H 2.68 5.51 3.52
N -2.74 4.49 0.57
H -2.44 -1.60 5.72
C 1.86 4.12 2.25
O -5.40 -1.22 -2.49
H -4.52 0.30 -5.15
N 3.68 -0.72 4.29
N -1.95 -1.56 4.84
N 4.54 2.22 -1.86
N 0.22 -2.48 -4.32
H 1.86 -0.22 1.73
H 2.67 -0.96 -0.67
H 0.41 2.94 1.35
H 1.45 -0.70 3.35
H 5.12 1.85 -2.60
N 1.89 4.91 3.36
O -3.25 -5.58 0.62
H -1.31 -3.20 -0.25
H -3.11 3.29 -1.62
H -1.02 -3.71 1.89
O -2.41 2.32 1.29
H 2.81 -2.83 -1.78
H 0.47 -3.44 -4.46
H 3.05 3.15 -0.13
H -2.28 -0.75 -5.08
N 2.55 2.72 -0.91
Cl -0.25 -0.82 -0.43
N -1.96 -3.97 -0.32
```

HOMO level = -7.01 eV
Charge = -1
Energy relative to the best compared isomer or geometry (same formula, charge and spin) = 32.6 kcal per mole

Here are the Löwdin charges for atoms 1 to 8, given in e: 0.185 0.154 0.110 0.098 -0.709 -0.695 0.185 0.002


4.
Entry from the Open Molecules 2025 dataset: C5H13GdO3 as an isolated structure at a distorted geometry (ωB97M-V/def2-TZVPD).

XYZ file:
```
22
Properties=species:S:1:pos:R:3
C 1.26 -1.86 -2.05
H -2.42 0.90 -2.58
H -1.39 3.10 0.13
Gd -1.57 -1.00 -0.04
H -1.88 1.68 2.05
H -2.33 2.63 -2.08
C -1.83 1.65 -2.04
H 0.90 -0.60 1.29
O -0.57 0.14 1.45
H 1.26 -2.94 -2.30
H 1.35 -2.28 1.44
H 2.02 -2.52 0.12
H -0.84 1.73 -2.51
H 2.29 -1.52 -1.90
O -1.72 1.22 -0.69
C 1.18 -1.87 0.43
C -0.91 1.51 1.54
O 0.53 -1.72 -0.85
H -0.15 2.05 2.12
H 0.07 2.12 -0.27
H 0.75 -1.27 -2.82
C -0.95 2.10 0.14
```

HOMO level (alpha / beta) = -16.30 / -17.03 eV
Charge = +2
Spin multiplicity = 8
Energy relative to the best compared isomer or geometry (same formula, charge and spin) = 0.0 kcal per mole

Here are the Löwdin charges for atoms 1 to 8, given in e: -0.021 0.105 0.161 1.999 0.144 0.126 -0.037 0.248


5.
Entry from the Open Molecules 2025 dataset: C21H23Cl5FeN5 as an isolated structure (ωB97M-V/def2-TZVPD).

XYZ file:
```
55
Properties=species:S:1:pos:R:3
H 5.17 0.74 0.21
H 4.61 2.07 -1.31
Fe 0.13 -0.36 -0.07
H -2.44 4.39 -1.70
C -1.32 0.96 -4.25
H 0.80 -1.63 2.84
C 2.97 3.08 -2.26
H 2.79 -1.89 1.96
C -1.14 0.58 -1.50
H 3.52 -2.57 0.51
C -1.11 2.05 -3.49
C 1.61 3.07 -2.48
C -2.74 3.42 -1.31
Cl -0.55 3.58 0.25
H -0.58 -2.91 0.60
C 3.19 -0.04 -0.12
Cl -1.88 -2.04 -1.58
C 2.72 1.14 -0.92
H -0.30 0.54 2.49
H -3.36 3.58 -0.43
C -1.48 -0.50 -2.35
Cl -1.25 3.65 -4.15
C -1.28 -1.24 2.54
N -1.87 1.27 -0.45
C -1.35 -0.39 -3.68
C -0.07 -2.14 2.41
H -2.12 -1.69 2.00
H 3.59 3.85 -2.70
H 4.76 -0.67 1.19
H -3.16 -0.16 0.27
H -2.91 0.58 2.67
C -2.85 0.86 0.51
C -2.21 0.91 1.89
H 1.14 3.82 -3.11
H -0.20 -3.07 2.97
C 4.64 -0.21 0.21
N -0.99 0.06 1.92
H 1.42 -3.42 -0.32
H 5.11 -0.85 -0.53
C 0.84 2.07 -1.89
H -1.58 -1.15 3.58
H 1.57 -3.94 1.36
C -1.55 2.57 -0.93
H -3.76 1.47 0.49
C 3.55 2.09 -1.46
Cl -1.66 1.12 -5.92
H -1.92 1.93 2.12
N 0.18 -2.36 0.98
C -0.65 1.90 -2.07
C 2.61 -2.11 0.90
N 2.28 -0.87 0.19
H -3.32 2.89 -2.07
Cl -1.15 -1.77 -4.71
C 1.44 -3.07 0.72
N 1.40 1.15 -1.12
```

HOMO level (alpha / beta) = -9.30 / -9.79 eV
Charge = +1
Spin multiplicity = 5
Energy relative to the best compared isomer or geometry (same formula, charge and spin) = 0.0 kcal per mole

Here are the natural (NBO) charges for atoms 1 to 8, given in e: 0.244 0.233 1.368 0.249 -0.048 0.194 -0.144 0.209


6.
Entry from the Open Molecules 2025 dataset: one molecule with the formula C21H25ClO5S (ωB97M-V/def2-TZVPD).

XYZ file:
```
53
Properties=species:S:1:pos:R:3
C 0.99 -1.16 2.33
H 2.17 5.51 -2.05
C 0.02 -2.30 1.95
C 0.66 0.56 -3.08
C -0.88 2.47 -1.85
H 2.15 2.05 -3.30
H -3.15 0.73 2.39
H 1.31 0.75 4.89
H -1.47 3.24 -1.37
H -2.17 -1.24 -2.57
H -0.98 0.48 3.34
C 1.92 4.87 -4.09
H 1.71 3.96 -4.65
C -0.37 -2.09 -1.82
C 1.17 -3.88 -1.29
H 2.86 5.28 -4.43
H 2.81 3.89 -2.37
C -1.37 1.19 -2.01
H -2.36 0.95 -1.65
C -0.50 -1.86 -0.45
O -1.32 -1.93 2.20
C 0.17 -2.62 0.49
H 1.01 -1.56 4.46
O -0.93 -0.08 5.33
S -3.34 -1.27 3.73
C -1.56 -1.59 3.53
H 1.27 -0.19 -3.57
O 1.58 0.38 4.04
H 2.89 -0.95 2.53
H -1.15 -1.06 -0.12
H 0.80 -0.30 1.67
O 2.30 -1.62 2.16
H -3.30 -0.76 1.40
C 1.01 -3.64 0.06
H 1.83 -4.67 -1.63
H -0.95 -1.55 -3.80
C 1.16 1.84 -2.93
C -0.61 0.21 -2.64
C -3.65 -0.23 2.28
H -1.89 -0.08 5.51
O 0.77 4.10 -2.07
C -0.73 -0.38 3.98
H -4.73 -0.08 2.24
C 1.99 4.58 -2.60
H 0.29 -3.18 2.56
H 1.55 -4.23 0.78
C 0.49 -3.11 -2.22
H -1.35 -2.44 4.21
Cl 0.73 -3.46 -3.90
H 1.13 5.58 -4.29
C 0.75 -0.72 3.78
C 0.39 2.81 -2.31
C -1.11 -1.20 -2.78
```

HOMO level = -8.26 eV
SMILES = CCOc1ccc(Cc2cc([C@@H]3O[C@H](SC)[C@@H](O)[C@H](O)[C@H]3O)ccc2Cl)cc1

Here are the natural (NBO) charges for atoms 1 to 8, given in e: 0.068 0.193 0.082 -0.196 -0.253 0.209 0.214 0.489


7.
Entry from the Open Molecules 2025 dataset: C51H43GeINO2PRe as an isolated structure at a distorted geometry (ωB97M-V/def2-TZVPD).

XYZ file:
```
101
Properties=species:S:1:pos:R:3
H -2.13 5.31 4.32
H 4.17 -0.89 0.81
H -2.18 1.05 -7.61
C 3.92 -2.83 -0.17
C -2.03 -3.83 1.61
C 3.05 3.23 2.81
C -0.82 1.23 -4.66
C 2.16 -1.04 -3.95
H 1.35 -2.04 1.69
C -0.89 -4.49 2.03
C -3.20 2.04 3.96
H 3.43 -1.90 -5.43
C -0.74 -1.89 1.24
C 2.29 4.86 0.67
C -0.53 -0.56 0.67
C -4.04 2.26 -0.28
C -0.92 2.26 3.28
H -0.93 -5.51 2.33
H -2.86 -1.98 0.98
C -3.84 0.74 -0.12
H -2.16 -5.17 -1.40
I -0.99 2.36 -2.91
C 1.54 3.70 1.05
H -0.11 -0.25 -8.07
H 0.80 1.74 -0.94
C 0.58 -0.21 -6.07
C 0.23 0.22 -4.76
H -2.29 2.49 -5.69
H -1.65 -1.12 -4.23
C 1.99 -2.94 -1.56
C 1.85 2.94 2.11
H 3.36 2.65 3.70
C -0.93 -2.15 -2.48
H 1.39 -3.43 -2.38
H 4.00 -1.15 6.65
C -2.82 -2.88 -3.82
C 1.61 -1.62 -1.18
N -2.79 0.15 -1.11
H 4.64 4.68 3.01
C -1.73 -2.01 -3.59
C 2.45 -0.95 -0.35
H 1.91 -1.30 -7.32
H 0.64 1.25 5.77
C -2.08 -4.18 -1.94
C 2.52 -0.62 3.66
O -3.01 4.37 -0.20
C 3.06 -3.53 -1.03
C -3.23 3.43 4.19
H -3.07 0.29 -2.08
Re -0.66 0.90 -0.65
H -4.10 3.92 4.61
H 2.25 0.08 -0.16
H 0.08 4.09 3.42
H 2.87 -1.31 -3.19
C 0.98 -0.40 -3.67
C 3.20 -0.88 5.91
H 0.68 3.59 0.44
C -2.86 3.18 -0.21
C 2.21 0.01 6.30
C 3.61 -1.53 0.15
H 1.21 -4.31 2.58
C 0.17 0.51 1.03
H 4.20 -1.86 4.25
C -0.90 3.63 3.55
C -1.56 1.63 -5.70
C 0.34 -3.84 2.17
H -2.94 -4.38 1.59
H -3.74 -4.76 -3.24
C 2.49 -1.41 -5.24
H -2.01 0.39 3.32
C -2.06 1.47 3.48
C -0.27 0.20 -7.13
C 1.73 -0.98 -6.28
C -1.98 -2.50 1.18
C 1.37 0.58 5.42
C 3.40 -1.22 4.58
C -1.36 0.96 -6.91
C -2.10 4.28 4.02
H -4.59 2.57 0.55
C -2.92 -4.04 -3.06
H 1.96 5.47 -0.14
H 3.41 -4.57 -1.33
H -4.68 2.46 -1.13
C 3.73 4.40 2.51
C -1.09 -3.24 -1.67
O -1.57 2.72 -0.24
H 4.88 -3.30 0.09
Ge 0.71 1.43 2.64
H -3.46 -2.70 -4.64
C 1.52 0.30 4.07
H -4.10 1.41 4.33
H -4.78 0.16 -0.30
H -2.83 -0.85 -1.01
C 0.43 -2.52 1.73
H 2.58 -0.73 2.60
H 2.11 0.32 7.36
H -0.53 -3.35 -0.77
P 0.27 -0.74 -2.04
H -3.51 0.46 0.94
H 3.92 6.21 1.26
C 3.38 5.25 1.44
```

HOMO level = -10.43 eV
Charge = +1
Energy relative to the best compared isomer or geometry (same formula, charge and spin) = 4.6 kcal per mole

Here are the Löwdin charges for atoms 1 to 8, given in e: 0.096 0.112 0.120 -0.048 -0.062 -0.087 -0.594 -0.079


8.
Entry from the Open Molecules 2025 dataset: C12H21Cl2O3PRuV as an isolated structure at a distorted geometry (ωB97M-V/def2-TZVPD).

XYZ file:
```
41
Properties=species:S:1:pos:R:3
H -3.78 0.34 1.08
C -1.88 -0.31 0.32
C 0.01 2.38 2.15
O 3.56 -2.83 -4.42
H -0.75 3.30 -1.85
H -2.61 0.11 -1.71
H 1.50 0.96 1.89
H 0.34 1.56 -3.27
C 3.73 -4.55 -1.03
O 4.04 -5.64 -0.73
H 0.29 -1.19 2.80
H 0.44 3.01 1.37
C 0.21 0.78 -2.50
Cl 3.25 -0.75 3.17
Ru 3.32 -2.79 -1.42
H -1.05 2.62 2.27
H -1.82 -1.21 0.95
C 3.48 -2.83 -3.25
C 0.32 0.89 1.89
H 1.04 1.93 -0.87
C 1.49 -3.10 -1.15
H -1.99 2.12 -1.45
H -3.48 -1.16 -0.84
C -2.48 -0.74 -1.02
C -1.01 2.51 -1.13
H -2.80 1.68 0.48
Cl 3.17 -0.59 -0.47
H -1.24 -0.31 2.83
P -0.10 0.17 0.21
H -0.69 0.21 -2.76
H -1.13 3.00 -0.15
H 0.08 0.15 3.96
H 1.07 0.11 -2.54
O 0.37 -3.24 -0.87
H 0.54 2.66 3.07
C -2.75 0.73 1.03
C -0.15 -0.17 2.94
H -2.42 0.94 2.05
H -1.87 -1.51 -1.51
C 0.08 1.44 -1.13
V 1.68 -0.66 1.62
```

HOMO level (alpha / beta) = -23.42 / -23.41 eV
Charge = +4
Spin multiplicity = 8
Energy relative to the best compared isomer or geometry (same formula, charge and spin) = 24.2 kcal per mole

Here are the natural (NBO) charges for atoms 1 to 8, given in e: 0.311 -0.535 -0.618 -0.155 0.313 0.240 0.198 0.294


9.
Entry from the Open Molecules 2025 dataset: CH3NO2 as an isolated structure at a distorted geometry (ωB97M-V/def2-TZVPD).

XYZ file:
```
7
Properties=species:S:1:pos:R:3
H 0.02 -1.15 -0.29
O 2.37 -1.12 0.19
H 0.04 0.16 1.04
O 2.62 1.00 -0.14
H -0.45 0.60 -0.66
C 0.14 -0.04 -0.01
N 2.02 -0.03 -0.10
```

HOMO level (alpha / beta) = -6.87 / -10.87 eV
Spin multiplicity = 3
Energy relative to the best compared isomer or geometry (same formula, charge and spin) = 69.9 kcal per mole

Charges per atom according to natural (NBO) partitioning, unit e: 0.215 -0.314 0.201 -0.289 0.204 -0.416 0.399


Listing E_tot for the structures above in their given order: -1621.426957, -1320.431884, -2788.658133, -1188.853630, -4652.263971, -2049.801952, -4968.407717, -2994.239571, -244.857606 a.u..